1.
{
  "formula": "C5H9O3Sn",
  "method": "wB97M-V/def2-TZVPD",
  "homo_lumo_gap_ev": [6.4068, 7.3187],
  "homo_ev": [-6.00, -7.34],
  "spin_multiplicity": 2,
  "e_lumo_ev": [0.4, 0.0],
  "s2": 0.7544,
  "symbols": ["O", "C", "O", "C", "C", "H", "C", "H", "H", "H", "C", "H", "H", "H", "H", "H", "Sn", "O"],
  "coordinates": [[1.11738, 2.14617, -0.70296], [0.50390, 1.13671, -0.31496], [-0.77978, 1.08122, -0.51587], [-1.64187, 0.14271, 0.17617], [1.14417, -0.92389, -0.10640], [0.55622, -1.53644, 0.59850], [2.52181, -1.49879, -0.33623], [2.40980, -2.54207, -0.67095], [3.06363, -0.98416, -1.14623], [3.15487, -1.50963, 0.57193], [-3.04936, 0.67754, 0.11849], [-1.28734, 0.05339, 1.21103], [-1.54951, -0.83433, -0.30776], [-3.14718, 1.60813, 0.69189], [-3.72285, -0.07232, 0.55488], [-3.36014, 0.85644, -0.91907], [2.74892, 1.80379, 0.43312], [1.31732, 0.39551, 0.66442]],
  "atomic_forces_ev_per_a": [[-1.22, 0.29, -1.64], [0.32, -2.47, 1.07], [-0.05, -0.03, 0.70], [0.31, -0.34, 0.26], [-0.12, -0.25, -0.70], [0.30, 0.19, -0.23], [-0.11, -0.06, -0.31], [-0.05, 0.27, 0.15], [-0.07, -0.08, 0.34], [-0.08, 0.02, -0.18], [-0.20, 0.12, -0.03], [-0.07, -0.02, -0.23], [0.13, 0.22, -0.04], [0.01, -0.21, -0.19], [0.15, 0.20, -0.10], [0.09, -0.03, 0.27], [4.76, 1.81, 1.29], [-4.08, 0.38, -0.45]]
}



2.
{
  "formula": "C5H9O3Tl",
  "method": "wB97M-V/def2-TZVPD",
  "homo_lumo_gap_ev": 8.2575,
  "homo_ev": -18.72,
  "e_lumo_ev": -10.5,
  "total_charge": 2,
  "symbols": ["H", "O", "C", "H", "H", "C", "H", "C", "O", "Tl", "O", "C", "C", "H", "H", "H", "H", "H"],
  "coordinates": [[-4.54830, -0.61822, -1.49968], [-1.49706, -0.89253, -1.86570], [-2.49010, -0.25320, -1.52442], [-2.41428, 0.43897, -0.66602], [-4.04289, 0.69226, -2.55470], [-3.77672, -0.32639, -2.23004], [-3.74641, -1.01849, -3.07635], [2.17256, -0.92668, -0.43241], [1.27930, 0.04171, 0.05702], [0.27739, -1.09919, -1.19728], [3.24268, -0.80760, 0.18927], [2.35256, 0.79858, 1.19805], [2.03896, 0.34846, 2.60805], [1.88336, 1.76639, 0.98110], [3.38996, 1.13912, 1.09419], [0.95917, 0.20997, 2.75179], [2.38803, 1.10958, 3.31931], [2.53178, -0.60275, 2.84784]],
  "atomic_forces_ev_per_a": [[0.06, 0.10, -0.03], [-2.11, -1.00, -2.08], [-2.40, 1.71, 0.64], [-0.04, -0.22, -0.12], [0.01, -0.06, 0.11], [0.63, -0.35, -0.10], [-0.05, 0.15, 0.17], [5.02, 2.75, 5.38], [3.90, 1.71, 2.42], [0.09, -3.66, -2.75], [-3.49, -3.28, -4.67], [-1.01, 4.71, 2.68], [-0.48, -1.23, -0.65], [-0.55, -0.35, 0.19], [0.11, -1.43, -0.92], [0.28, 0.17, 0.07], [0.05, -0.02, -0.39], [-0.01, 0.32, 0.05]]
}



3.
{
  "formula": "C5H9O4P",
  "method": "wB97M-V/def2-TZVPD",
  "homo_lumo_gap_ev": 5.8953,
  "homo_ev": 0.47,
  "e_lumo_ev": 6.4,
  "total_charge": -2,
  "smiles": "CC(C)([C@H]1CO1)P(=O)([O-])[O-]",
  "symbols": ["C", "C", "C", "C", "C", "O", "O", "O", "O", "P", "H", "H", "H", "H", "H", "H", "H", "H", "H"],
  "coordinates": [[-0.35240, 2.17744, 0.22852], [-0.39160, 0.84136, 0.76974], [0.09832, -0.58306, -1.12136], [0.34906, -1.35519, 1.21820], [0.47481, -0.24091, 0.24456], [2.14646, 1.26468, -1.25909], [2.70702, 1.08677, 1.24620], [2.93914, -1.00042, -0.26974], [-1.49354, 1.46280, 0.02458], [2.33694, 0.36143, -0.04229], [-0.56403, 2.97311, 1.03254], [0.15103, 2.68927, -0.52318], [-0.58550, 0.79091, 1.80376], [0.69064, -1.42146, -1.17933], [0.36046, 0.08714, -2.01658], [-0.97594, -0.89964, -1.23634], [1.15880, -1.97552, 0.99184], [0.53627, -1.08699, 2.31724], [-0.57510, -1.99381, 1.19852]],
  "atomic_forces_ev_per_a": [[-0.68, 3.36, 3.76], [1.32, 1.23, -1.21], [-2.19, 0.08, -2.66], [-0.28, -0.92, 1.85], [-0.61, 2.74, 0.99], [0.59, -0.03, 0.11], [0.19, -0.09, -0.03], [0.87, -0.60, -0.27], [-1.95, -1.85, -0.82], [-1.23, 0.72, 0.77], [0.46, -0.60, -0.62], [1.26, -0.43, -1.78], [-0.41, 0.07, 1.22], [1.26, -2.47, -1.41], [-0.25, -0.59, 1.93], [0.46, 0.15, 0.17], [1.34, -1.54, -0.28], [-0.36, 0.14, -1.47], [0.19, 0.61, -0.21]]
}



4.
{
  "formula": "C5H9OP",
  "method": "wB97M-V/def2-TZVPD",
  "homo_lumo_gap_ev": 10.2526,
  "homo_ev": -9.68,
  "e_lumo_ev": 0.6,
  "smiles": "CC(C)C=O.C#P",
  "symbols": ["C", "C", "C", "C", "C", "O", "P", "H", "H", "H", "H", "H", "H", "H", "H", "H"],
  "coordinates": [[4.16621, -0.84308, 0.32262], [-0.03733, -1.18996, -0.28303], [-2.29541, 0.02013, 0.44444], [-0.20497, 1.34047, -0.07651], [-0.95653, 0.00110, -0.33273], [1.14571, -1.07870, -0.08242], [4.49546, 0.65679, 0.05639], [-0.61856, -2.08849, -0.49187], [3.56135, -1.70450, 0.19996], [-2.62894, -1.03889, 0.37648], [-3.09469, 0.76432, -0.01684], [-2.24335, 0.24749, 1.42299], [-0.64446, 2.22195, -0.68617], [0.78759, 1.08605, -0.37904], [-0.33858, 1.54390, 0.89355], [-1.09351, 0.06139, -1.36780]],
  "atomic_forces_ev_per_a": [[-0.11, 2.55, -0.98], [-0.50, 1.42, 1.07], [-1.37, -1.44, -4.91], [-1.12, -0.58, -4.21], [0.17, 2.80, 1.44], [-0.33, -1.01, -0.30], [0.10, -1.64, 0.60], [0.48, -1.05, -0.06], [0.08, -0.85, 0.39], [-0.70, 0.69, 0.12], [1.73, -1.74, 0.66], [0.75, 0.87, 3.39], [0.72, -1.58, 0.84], [0.96, 0.80, 0.17], [0.23, 1.08, 3.76], [-1.08, -0.32, -1.97]]
}



How do the records compare in energy above the lowest of the compared OMol25 structures with the same formula, charge and spin? In the order shown, they have 24.5; 170.8; 70.1; 77.9 kcal per mole.
How do the records compare in largest force on an atom? In the order shown, they have 5.3; 7.9; 5.1; 5.3 eV Å⁻¹.